Entry 1:
{
  "formula": "C64H58FNO20S",
  "method": "the ωB97M-V functional and the def2-TZVPD basis",
  "relative_energy_kcal_mol": 7.2,
  "e_homo_ev": -8.790,
  "smiles": "CCO[C@H](COC[C@H](C)F)NCCCS.O=C1C=CC(=O)C=C1.O=C1C=CC(=O)C=C1.O=C1C=CC(=O)C=C1.O=C1C=CC(=O)C=C1.O=C1C=CC(=O)C=C1.O=C1C=CC(=O)C=C1.O=C1C=CC(=O)C=C1.O=C1C=CC(=O)C=C1.O=C1C=CC(=O)C=C1",
  "species": ["C", "C", "O", "C", "C", "O", "C", "C", "C", "F", "N", "C", "C", "C", "S", "H", "H", "H", "H", "H", "H", "H", "H", "H", "H", "H", "H", "H", "H", "H", "H", "H", "H", "H", "H", "H", "H", "C", "C", "C", "O", "C", "C", "C", "O", "H", "H", "H", "H", "C", "C", "C", "O", "C", "C", "C", "O", "H", "H", "H", "H", "C", "C", "C", "O", "C", "C", "C", "O", "H", "H", "H", "H", "C", "C", "C", "O", "C", "C", "C", "O", "H", "H", "H", "H", "C", "C", "C", "O", "C", "C", "C", "O", "H", "H", "H", "H", "C", "C", "C", "O", "C", "C", "C", "O", "H", "H", "H", "H", "C", "C", "C", "O", "C", "C", "C", "O", "H", "H", "H", "H", "C", "C", "C", "O", "C", "C", "C", "O", "H", "H", "H", "H", "C", "C", "C", "O", "C", "C", "C", "O", "H", "H", "H", "H"],
  "xyz": [[4.0124, -4.2079, 2.1707], [3.4267, -2.9007, 1.6622], [4.2722, -2.4291, 0.6194], [4.1948, -1.0297, 0.3841], [2.7689, -0.5299, 0.1897], [2.1811, -1.0151, -1.0042], [1.0446, -1.8240, -0.8205], [0.0865, -1.6574, -2.0186], [-0.6960, -2.9411, -2.2755], [0.8404, -1.3706, -3.1424], [4.9974, -0.6886, -0.7795], [5.0593, -1.6987, -1.8266], [5.4868, -1.0817, -3.1661], [5.6439, -2.1893, -4.2120], [4.0466, -2.7547, -4.8841], [3.9921, -4.9369, 1.3567], [5.0538, -4.0677, 2.4633], [3.4143, -4.6178, 2.9867], [2.4406, -3.1202, 1.2352], [3.3247, -2.1640, 2.4665], [4.6212, -0.4811, 1.2385], [2.1411, -0.7088, 1.0650], [2.8450, 0.5605, 0.0938], [1.3277, -2.8851, -0.7850], [0.4725, -1.5356, 0.0695], [-0.5629, -0.7961, -1.8537], [-1.7147, -2.7053, -2.5843], [-0.7042, -3.5702, -1.3851], [-0.2082, -3.4627, -3.0988], [5.9354, -0.4941, -0.4515], [5.7667, -2.5096, -1.5963], [4.0873, -2.1651, -1.9766], [4.6605, -0.4396, -3.4809], [6.4146, -0.5179, -3.0395], [6.1052, -3.0680, -3.7556], [6.2550, -1.8834, -5.0596], [3.6973, -3.5543, -3.8689], [-3.0791, -0.6594, 3.4322], [-1.9154, -0.3504, 2.8657], [-0.8161, -1.3453, 2.8089], [0.2517, -1.0847, 2.2873], [-1.0506, -2.6821, 3.4044], [-2.2137, -2.9855, 3.9732], [-3.3195, -1.9989, 4.0282], [-4.3839, -2.2717, 4.5414], [-3.9028, 0.0413, 3.4844], [-1.7196, 0.6205, 2.4260], [-0.2318, -3.3835, 3.3464], [-2.4060, -3.9539, 4.4160], [3.6039, 3.6579, 4.4767], [2.2839, 3.5276, 4.5526], [1.4873, 3.0552, 3.3959], [0.2803, 2.9376, 3.4720], [2.2171, 2.7341, 2.1464], [3.5384, 2.8651, 2.0666], [4.3347, 3.3389, 3.2263], [5.5400, 3.4656, 3.1520], [4.2007, 4.0071, 5.3100], [1.7378, 3.7588, 5.4558], [1.6169, 2.3901, 1.3133], [4.0917, 2.6373, 1.1635], [1.0588, -4.4460, -7.1234], [0.8045, -4.6564, -5.8360], [-0.0435, -5.7877, -5.3930], [-0.2797, -5.9796, -4.2188], [-0.5969, -6.6824, -6.4423], [-0.3411, -6.4733, -7.7305], [0.5063, -5.3378, -8.1689], [0.7400, -5.1500, -9.3480], [1.6745, -3.6238, -7.4653], [1.1994, -4.0151, -5.0576], [-1.2123, -7.5032, -6.0966], [-0.7324, -7.1107, -8.5132], [-0.6009, 5.8195, 8.5756], [-1.9227, 5.6903, 8.6497], [-2.7162, 5.2110, 7.4884], [-3.9212, 5.0949, 7.5601], [-1.9799, 4.8811, 6.2423], [-0.6584, 5.0120, 6.1698], [0.1335, 5.4889, 7.3288], [1.3410, 5.6006, 7.2616], [-0.0018, 6.1656, 9.4082], [-2.4807, 5.9237, 9.5475], [-2.5711, 4.5319, 5.4049], [-0.1102, 4.7801, 5.2677], [3.4740, 8.9081, 3.8462], [4.4563, 9.7632, 4.1156], [5.8812, 9.3597, 4.0025], [6.7756, 10.1388, 4.2503], [6.1675, 7.9665, 3.5762], [5.1853, 7.1108, 3.3061], [3.7614, 7.5162, 3.4193], [2.8634, 6.7379, 3.1740], [2.4287, 9.1790, 3.9229], [4.2711, 10.7831, 4.4277], [7.2124, 7.6941, 3.5007], [5.3748, 6.0904, 2.9960], [-1.0681, -2.0334, -11.1484], [-0.9783, -2.5499, -9.9257], [-1.6570, -1.9023, -8.7787], [-1.5843, -2.3786, -7.6614], [-2.4354, -0.6688, -9.0358], [-2.5307, -0.1493, -10.2568], [-1.8463, -0.7953, -11.4075], [-1.9226, -0.3267, -12.5241], [-0.5822, -2.4831, -12.0051], [-0.4158, -3.4520, -9.7100], [-2.9201, -0.2228, -8.1781], [-3.0899, 0.7482, -10.4733], [2.4938, -4.7275, 8.1335], [1.7529, -5.0739, 7.0844], [0.8351, -4.1039, 6.4391], [0.1575, -4.4170, 5.4815], [0.7735, -2.7328, 7.0032], [1.5140, -2.3854, 8.0521], [2.4337, -3.3556, 8.7002], [3.1094, -3.0393, 9.6541], [3.1700, -5.4174, 8.6218], [1.7807, -6.0669, 6.6541], [0.0969, -2.0429, 6.5145], [1.4857, -1.3921, 8.4814], [-6.3474, 2.8968, 3.8804], [-7.6393, 2.5804, 3.9090], [-8.3049, 1.9511, 2.7404], [-9.4817, 1.6650, 2.7639], [-7.4726, 1.6860, 1.5388], [-6.1810, 2.0027, 1.5108], [-5.5173, 2.6325, 2.6795], [-4.3372, 2.9163, 2.6533], [-5.8454, 3.3559, 4.7222], [-8.2630, 2.7636, 4.7744], [-7.9776, 1.2258, 0.6992], [-5.5558, 1.8196, 0.6460], [-6.1764, -1.3626, -8.2150], [-7.2309, -1.8797, -7.5905], [-8.4435, -1.0649, -7.3227], [-9.4032, -1.5347, -6.7520], [-8.4350, 0.3484, -7.7796], [-7.3803, 0.8654, -8.4038], [-6.1695, 0.0502, -8.6706], [-5.2063, 0.5195, -9.2405], [-5.2824, -1.9385, -8.4191], [-7.2590, -2.9066, -7.2494], [-9.3293, 0.9227, -7.5745], [-7.3510, 1.8923, -8.7450]],
  "mulliken_charge": [-1.411, 0.357, -0.395, -0.370, 0.087, -0.408, 0.161, 0.623, -1.077, -0.310, -0.279, -0.360, -0.390, -0.868, -0.163, 0.321, 0.360, 0.362, -0.054, 0.273, 0.391, 0.084, 0.168, 0.105, -0.331, 0.330, 0.395, 0.313, 0.042, 0.369, 0.344, -0.015, 0.278, 0.338, 0.364, 0.376, 0.105, -0.251, -0.447, 0.252, -0.543, -0.497, -0.430, 0.280, -0.578, 0.492, 0.531, 0.560, 0.448, -0.345, -0.311, 0.570, -0.568, -0.562, -0.407, 0.246, -0.623, 0.498, 0.472, 0.501, 0.621, -0.205, 0.247, 0.339, -0.565, -0.420, -0.606, 0.428, -0.656, 0.476, 0.077, 0.431, 0.437, -0.461, -0.378, 0.359, -0.551, -0.581, -0.339, 0.435, -0.541, 0.417, 0.410, 0.652, 0.575, -0.388, -0.363, 0.327, -0.545, -0.433, -0.158, 0.478, -0.511, 0.422, 0.405, 0.435, 0.318, -0.442, -0.014, 0.434, -0.536, -0.406, -0.470, 0.316, -0.561, 0.465, 0.212, 0.549, 0.467, -0.390, -0.432, 0.472, -0.498, -0.175, -0.469, 0.295, -0.538, 0.407, 0.424, 0.478, 0.423, -0.340, -0.412, 0.350, -0.545, -0.379, -0.290, 0.385, -0.556, 0.513, 0.421, 0.413, 0.445, -0.195, -0.420, 0.314, -0.538, -0.386, -0.392, 0.319, -0.429, 0.484, 0.419, 0.398, 0.423]
}



Entry 2:
{
  "formula": "C5H8O2",
  "method": "the ωB97M-V functional and the def2-TZVPD basis",
  "relative_energy_kcal_mol": 84.9,
  "e_homo_ev": -9.986,
  "species": ["O", "C", "C", "C", "C", "C", "O", "H", "H", "H", "H", "H", "H", "H", "H"],
  "xyz": [[2.8369, -0.3781, 0.4156], [2.0353, -1.0608, -0.1733], [-0.4432, -0.0435, 0.9941], [-1.1209, 1.0071, 0.5046], [-2.0091, 0.2221, -0.4465], [-1.1422, -0.9662, 0.0539], [-1.0277, -2.1168, -0.2781], [1.9587, 1.6222, -0.3259], [1.6999, -2.0425, 0.2074], [1.5674, -0.7316, -1.1224], [0.3432, -0.1597, 1.7312], [-1.0551, 2.0716, 0.7041], [1.3545, 1.9643, -0.5965], [-1.9360, 0.4452, -1.5161], [-3.0618, 0.1668, -0.1520]],
  "nbo_charge": [-0.514, 0.274, -0.336, -0.071, -0.535, 0.573, -0.529, 0.029, 0.132, 0.114, 0.236, 0.220, -0.037, 0.220, 0.224]
}



Entry 3:
{
  "formula": "C17H42Cl5N4PRuSi",
  "method": "the ωB97M-V functional and the def2-TZVPD basis",
  "multiplicity": 5,
  "relative_energy_kcal_mol": 0.0,
  "e_homo_ev": [-14.338, -15.671],
  "total_charge": 2,
  "species": ["Ru", "N", "C", "C", "N", "C", "C", "N", "H", "H", "H", "H", "H", "H", "H", "H", "H", "H", "H", "H", "H", "C", "C", "C", "C", "P", "N", "C", "C", "C", "C", "C", "C", "C", "C", "H", "H", "H", "H", "H", "H", "H", "H", "H", "H", "H", "H", "H", "H", "H", "H", "H", "H", "H", "H", "H", "H", "H", "H", "H", "H", "H", "Cl", "Si", "Cl", "Cl", "Cl", "C", "Cl", "H", "H"],
  "xyz": [[1.2265, 1.3459, 0.8167], [2.3517, 2.3905, 2.4048], [1.4681, 2.8977, 3.4942], [0.1884, 2.0846, 3.5559], [-0.4417, 1.9580, 2.2176], [-1.2080, 3.1405, 1.7456], [-0.3643, 4.1327, 0.9619], [0.3759, 3.4382, -0.1026], [3.0236, 1.7296, 2.7928], [2.9148, 3.1528, 2.0322], [1.2570, 3.9470, 3.3005], [1.9808, 2.8510, 4.4555], [-0.5059, 2.5305, 4.2728], [0.4131, 1.0710, 3.8963], [-1.0938, 1.1807, 2.2648], [-1.6877, 3.6413, 2.5905], [-2.0025, 2.7625, 1.0990], [0.3636, 4.6330, 1.5983], [-1.0196, 4.9121, 0.5646], [1.0922, 4.0479, -0.4865], [-0.2372, 3.1811, -0.8709], [-2.0904, 1.1677, -2.1012], [-2.2671, -0.2355, -1.4987], [-3.0246, -1.1276, -2.4916], [-3.1300, -0.0439, -0.2427], [-0.6002, -0.9474, -1.0299], [0.2024, 0.2937, -0.2948], [-0.7529, -2.3272, 0.2307], [0.6068, -3.0332, 0.3386], [-1.0841, -1.7619, 1.6223], [-1.8138, -3.3668, -0.1558], [0.3762, -1.4966, -2.5238], [1.8698, -1.5937, -2.1508], [-0.1001, -2.8493, -3.0714], [0.2096, -0.4491, -3.6349], [-3.0722, 1.5121, -2.4281], [-1.4256, 1.2107, -2.9567], [-1.7346, 1.8604, -1.3383], [-4.0395, -0.7379, -2.5851], [-3.1045, -2.1619, -2.1634], [-2.5815, -1.1107, -3.4850], [-4.0024, 0.5455, -0.5286], [-2.5987, 0.5097, 0.5338], [-3.4966, -0.9760, 0.1770], [1.4245, -2.3383, 0.5289], [0.8456, -3.6196, -0.5442], [0.5534, -3.7310, 1.1762], [-0.4267, -0.9343, 1.8944], [-0.9186, -2.5570, 2.3505], [-2.1200, -1.4522, 1.7201], [-1.6413, -3.8059, -1.1367], [-2.8268, -2.9734, -0.1246], [-1.7609, -4.1776, 0.5731], [2.1357, -2.5865, -1.7982], [2.1722, -0.8752, -1.3903], [2.4619, -1.3927, -3.0429], [0.0431, -3.6676, -2.3695], [0.5098, -3.0724, -3.9488], [-1.1396, -2.8365, -3.3943], [0.4831, 0.5515, -3.3068], [-0.7974, -0.4340, -4.0455], [0.8836, -0.7221, -4.4471], [3.7646, 3.7265, -0.1896], [3.0177, 1.8702, -0.7303], [4.4507, 0.4790, -0.3303], [2.6911, 2.0243, -2.7229], [2.4649, -0.7442, 2.6170], [3.1348, -2.3841, 3.0166], [4.1856, -2.9591, 1.7481], [2.2799, -3.0404, 3.1311], [3.6878, -2.2574, 3.9401]],
  "lowdin_spin": [2.543, 0.019, 0.004, 0.010, 0.066, 0.002, 0.008, 0.129, 0.005, 0.004, 0.000, 0.000, 0.003, 0.001, 0.003, 0.000, 0.000, 0.000, 0.004, 0.002, 0.000, 0.005, 0.018, 0.003, 0.003, 0.124, 0.768, 0.025, 0.001, 0.004, 0.005, 0.027, 0.004, 0.006, 0.002, 0.000, 0.000, 0.002, 0.001, 0.000, 0.000, 0.000, 0.002, 0.000, 0.000, 0.000, 0.000, 0.003, 0.000, 0.000, 0.000, 0.000, 0.002, 0.000, 0.003, 0.000, 0.000, 0.002, 0.000, 0.001, 0.000, 0.000, -0.004, 0.053, 0.063, -0.003, 0.052, 0.017, 0.002, 0.000, 0.002]
}